Record 1
Density functional theory data (the ωB97M-V functional and the def2-TZVPD basis) for a molecular structure, C4H5NO2 in a non-equilibrium geometry.

Geometry (Å):
C (1.1867, -0.8849, -0.0781)
C (1.0197, 0.5131, -0.0887)
C (-0.0242, -1.5282, -0.0032)
C (-0.3747, 0.6960, -0.0234)
N (-0.9159, -0.5214, 0.1896)
O (-1.0707, 1.8901, 0.0026)
O (-2.6043, -0.7806, -0.0897)
H (1.9693, -1.5168, -0.3560)
H (1.5437, 1.3932, -0.2826)
H (-0.3273, -2.4506, 0.2772)
H (-0.4717, 2.6725, 0.2938)
H (-3.0965, -0.0928, 0.3396)

- F_max: 5.99 eV/Å
- Total energy: -9809.65106 eV
- Total charge: 0
- Energy above the lowest of the compared OMol25 structures with the same formula, charge and spin: 107.5 kcal per mole
- HOMO-LUMO gap: 7.8 eV

=====

Record 2
Density functional theory data (the ωB97M-V functional and the def2-TZVPD basis) for a single C4H5NO2 molecule.

Geometry (Å):
O (1.6769, 0.4715, -0.8067)
C (1.6054, -0.7646, -0.3721)
C (0.8043, 0.4236, 0.5224)
C (-0.4318, 1.2479, 0.1698)
N (-0.5574, -0.0729, 0.6873)
C (-1.2068, -1.1133, 0.0212)
O (-2.1805, -0.9514, -0.6719)
H (1.0845, -1.4053, -1.1324)
H (1.3915, 0.6385, 1.4032)
H (-0.6761, 1.4078, -0.8778)
H (-0.6888, 2.0530, 0.8531)
H (-0.7660, -2.0956, 0.2580)

- F_max: 0.50 eV/Å
- Total energy: -9807.65663 eV
- Total charge: 0
- Energy above the lowest of the compared OMol25 structures with the same formula, charge and spin: 153.5 kcal per mole
- HOMO-LUMO gap (spin up / spin down): 8.4 / 8.4 eV

=====

Record 3
Density functional theory data (the ωB97M-V functional and the def2-TZVPD basis) for a single C4H5NO2 molecule in a non-equilibrium geometry.

Geometry (Å):
O (2.4732, -1.1204, -1.5088)
C (2.2372, -0.5093, -0.5464)
C (1.9081, 0.2379, 0.5096)
O (0.6833, -0.1169, 1.1332)
N (-0.2013, -0.3515, -0.0022)
C (-1.6481, -0.6322, 0.1522)
C (-1.1554, 0.7237, -0.1823)
H (2.3244, 1.2481, 0.5921)
H (-2.1359, -0.8359, 1.1006)
H (-2.0608, -1.2210, -0.6762)
H (-1.2187, 1.1243, -1.1898)
H (-1.2061, 1.4532, 0.6180)

- F_max: 1.05 eV/Å
- Total energy: -9809.13582 eV
- Total charge: 0
- Energy above the lowest of the compared OMol25 structures with the same formula, charge and spin: 119.4 kcal per mole
- SMILES: O=C=CON1CC1
- HOMO-LUMO gap: 9.4 eV

=====

Record 4
Density functional theory data (the ωB97M-V functional and the def2-TZVPD basis) for a single C4H5NO2 molecule.

Geometry (Å):
O (-0.5144, -2.3190, -0.0748)
C (-0.7783, -1.5638, -0.9776)
C (-0.7768, -0.0545, -0.8962)
O (-1.0273, 0.5677, -1.9084)
N (-0.4718, 0.5355, 0.3120)
C (0.6797, 1.3700, 0.4491)
C (0.5406, 0.1206, 1.2605)
H (-1.0098, -1.8296, -2.0255)
H (0.4905, 2.3296, 0.8996)
H (1.4207, 1.3390, -0.3569)
H (1.1811, -0.7219, 1.0132)
H (0.2658, 0.2265, 2.3052)

- F_max: 0.89 eV/Å
- Total energy: -9812.24624 eV
- Total charge: 0
- Energy above the lowest of the compared OMol25 structures with the same formula, charge and spin: 47.7 kcal per mole
- SMILES: O=CC(=O)N1CC1
- HOMO-LUMO gap: 9.5 eV

=====

Record 5
Density functional theory data (the ωB97M-V functional and the def2-TZVPD basis) for a single C4H5NO2 molecule.

Geometry (Å):
O (-1.2683, 0.4440, 2.6320)
C (-0.4791, -0.1408, 1.9871)
N (0.3914, -0.7360, 1.3929)
C (0.6211, -0.9948, -0.0195)
C (0.5911, 0.3208, -0.8011)
C (-0.8005, 0.8981, -0.8189)
O (-1.7636, 0.2352, -0.5111)
H (-0.1590, -1.6592, -0.4026)
H (1.5807, -1.5162, -0.1107)
H (1.3249, 1.0089, -0.3670)
H (0.8837, 0.1841, -1.8509)
H (-0.9225, 1.9561, -1.1303)

- F_max: 0.94 eV/Å
- Total energy: -9813.63909 eV
- Total charge: 0
- Energy above the lowest of the compared OMol25 structures with the same formula, charge and spin: 15.6 kcal per mole
- SMILES: O=C=NCCC=O
- HOMO-LUMO gap: 11.0 eV

=====

Record 6
Density functional theory data (the ωB97M-V functional and the def2-TZVPD basis) for 2 unconnected molecules or ions with the total composition C4H5NO2 in a non-equilibrium geometry.

Geometry (Å):
O (-2.6880, 0.7166, 0.9636)
C (-1.6350, 0.1811, 0.7152)
C (-0.4087, 0.9346, 0.2239)
C (-0.1072, 0.5342, -1.2052)
O (0.2187, -0.5901, -1.5189)
H (-1.5008, -0.9126, 0.8153)
H (-0.5902, 2.0075, 0.3147)
H (0.4513, 0.6307, 0.8369)
H (-0.2184, 1.3164, -1.9805)
C (2.1454, -1.6116, 0.2919)
N (2.2454, -0.9824, 1.2534)
H (2.0342, -2.1790, -0.6097)

- F_max: 1.08 eV/Å
- Total energy: -9812.42103 eV
- Total charge: 0
- Energy above the lowest of the compared OMol25 structures with the same formula, charge and spin: 43.7 kcal per mole
- SMILES: O=CCC=O.C#N
- HOMO-LUMO gap: 10.6 eV

=====

Among the records above, which one has the highest F_max?
number 1

=====

What is the formula in the fourth record?
C4H5NO2

=====

Number 2 is which compound?
C4H5NO2